# 1
A molecular structure, C12H10Cl4N2O2STi, computed with ωB97M-V/def2-TZVPD.

Last column: Löwdin spin population.
Cartesian coordinates (Å):
Ti (-0.12, 0.84, 0.83)  0.980
Cl (0.81, -1.49, 1.02)  0.006
C (1.95, -0.71, 2.12)  0.003
C (3.27, -1.12, 2.04)  0.002
C (4.20, -0.50, 2.86)  -0.001
C (3.81, 0.52, 3.71)  0.001
C (2.49, 0.93, 3.76)  -0.002
Cl (2.05, 2.20, 4.83)  -0.001
C (1.50, 0.32, 2.96)  -0.002
S (-0.19, 0.82, 3.10)  -0.027
H (3.55, -1.90, 1.35)  0.000
H (5.23, -0.81, 2.82)  0.000
H (4.53, 1.01, 4.35)  0.000
Cl (0.39, 3.95, -2.91)  0.000
C (1.07, 2.45, -2.34)  0.000
Cl (0.37, 1.02, -3.16)  0.003
C (0.78, 2.20, -0.88)  0.012
O (-0.32, 2.53, -0.36)  0.001
O (1.57, 1.46, -0.22)  -0.001
H (2.14, 2.43, -2.53)  0.000
C (-3.16, 2.53, 0.71)  0.002
C (-3.12, 1.10, 0.30)  0.004
N (-2.06, 0.31, 0.25)  0.014
C (-2.50, -0.93, -0.21)  0.005
C (-3.83, -0.87, -0.43)  0.000
N (-4.20, 0.41, -0.09)  0.000
H (-2.61, 2.69, 1.63)  0.001
H (-4.19, 2.85, 0.87)  0.000
H (-2.71, 3.16, -0.06)  0.000
H (-1.83, -1.76, -0.34)  0.000
H (-4.53, -1.60, -0.78)  0.000
H (-5.14, 0.79, -0.14)  0.000

Properties
Gap between HOMO and LUMO (alpha / beta), eV: 8.39 / 8.82
2S+1: 2
Relative energy (zero: lowest compared OMol25 entry of this formula, charge and spin), kJ/mol: 0.0
⟨S²⟩: 0.7546
Total energy, hartree: -3811.614904
Net charge: +1



# 2
A molecular structure, C11H17FeN3O4, computed with ωB97M-V/def2-TZVPD.

Last column: Löwdin spin population.
Cartesian coordinates (Å):
Fe (1.00, 1.16, 0.73)  3.297
O (0.67, -0.32, -3.38)  -0.017
C (1.59, 0.18, -2.79)  0.059
C (2.70, 1.79, 0.96)  0.086
O (3.50, 2.45, 1.46)  0.074
C (0.57, 2.40, -0.50)  0.086
O (-0.04, 3.23, -1.04)  0.061
C (1.98, -0.40, -1.39)  0.116
O (2.30, -1.47, -1.04)  0.107
C (2.50, 1.34, -3.29)  0.086
H (3.36, 0.87, -3.80)  0.025
H (1.88, 1.95, -3.95)  -0.001
C (3.01, 2.07, -2.16)  0.484
H (2.82, 3.11, -2.01)  0.021
H (3.71, 1.58, -1.50)  0.031
C (-2.30, -1.41, -1.27)  0.009
N (-2.15, -1.33, 0.18)  0.107
C (-3.17, -2.02, 0.96)  0.013
C (-1.14, -0.59, 0.72)  0.012
N (-0.36, 0.14, -0.07)  0.181
N (-0.79, -0.58, 2.02)  0.011
C (-1.44, -1.04, 3.19)  0.001
C (0.45, 0.15, 2.33)  0.077
H (-3.12, -2.10, -1.54)  0.000
H (-1.38, -1.77, -1.73)  0.002
H (-2.55, -0.42, -1.68)  0.005
H (-2.76, -2.85, 1.55)  0.005
H (-3.70, -1.33, 1.63)  0.005
H (-3.92, -2.46, 0.29)  0.000
H (-0.72, 0.08, -1.01)  0.008
H (-0.75, -1.66, 3.77)  0.000
H (-1.70, -0.20, 3.83)  0.000
H (-2.33, -1.62, 3.02)  0.001
H (1.35, -0.38, 1.93)  0.022
H (0.30, 1.30, 2.17)  0.018
H (0.64, 0.18, 3.42)  0.008

Properties
Gap between HOMO and LUMO (alpha / beta), eV: 6.21 / 5.04
2S+1: 6
Relative energy (zero: lowest compared OMol25 entry of this formula, charge and spin), kJ/mol: 92.5
⟨S²⟩: 8.8094
Total energy, hartree: -2156.884530
Net charge: +3